# 1
Molecular formula: C19H35O8P2SSbSe4Tc
Method: DFT, the ωB97M-V functional and the def2-TZVPD basis

The geometry in XYZ format:
```
71
Properties=species:S:1:pos:R:3:forces:R:3
Tc -0.446055 -0.140155 -1.045314 0.1 1.7 -1.0
Se 1.301601 1.170680 -6.142852 0.0 0.0 0.1
Sb 1.727963 1.355253 -3.789582 -0.3 -0.5 -0.2
Se 1.405380 -0.872649 -2.626688 0.6 -0.2 0.0
Se -0.684955 1.537425 -2.670425 -0.1 -0.5 0.8
Se 3.573228 2.688219 -3.031709 -0.2 0.0 0.2
C -4.942352 -2.526623 -0.158019 0.0 0.0 0.0
C -3.908142 -1.565809 0.404181 0.1 -0.1 -0.2
O -4.318989 -1.156704 1.733356 -0.1 -0.1 0.1
P -2.175179 -2.327842 0.710661 0.2 -0.2 0.6
O -2.307119 -3.921758 0.722997 -0.2 0.1 -0.2
O -2.020131 -1.986601 2.262877 -0.1 0.0 -0.1
O -0.840193 -2.046333 0.064115 -0.4 0.6 -0.4
P -3.607654 0.010494 -0.527107 0.1 -0.1 -0.1
O -4.823080 0.929096 0.048170 0.1 -0.1 0.4
O -3.731636 -0.004777 -1.999608 0.0 0.0 0.0
O -2.324699 0.400363 0.172618 0.3 0.1 -0.5
H -4.835618 -3.532472 0.249154 0.0 0.0 0.0
H -4.858881 -2.582655 -1.238268 0.0 0.0 0.0
H -5.927294 -2.148549 0.120181 0.0 0.0 0.0
H -4.805465 -0.324048 1.649539 0.0 0.0 0.0
H -2.709690 -4.218527 1.545406 0.0 -0.1 0.1
H -2.782343 -1.426744 2.519522 0.0 0.0 0.0
H -5.237404 1.360938 -0.705266 -0.1 0.0 -0.1
C 0.859281 3.618443 -0.424928 0.0 0.0 0.0
C 0.093991 2.804458 0.608068 -0.1 0.0 -0.1
C -1.378793 3.214743 0.611773 0.0 0.0 0.0
C 0.691633 3.137468 1.989993 0.0 0.0 0.0
C 0.252758 1.280041 0.529115 -0.1 -0.4 0.4
H 0.751308 4.679149 -0.182455 0.0 0.0 0.0
H 0.479256 3.487373 -1.436308 0.0 0.0 0.0
H 1.924445 3.388425 -0.438397 0.0 0.0 0.0
H -1.461355 4.281265 0.838662 0.0 0.0 0.0
H -1.942701 2.650293 1.355811 0.0 0.0 0.0
H -1.835241 3.028842 -0.360831 0.0 0.0 0.0
H 0.614909 4.211597 2.175843 0.0 0.0 0.0
H 1.745039 2.853205 2.042715 0.0 0.0 0.0
H 0.154690 2.614401 2.785634 0.0 0.0 0.0
H -0.278039 0.857510 1.381132 0.1 -0.1 0.0
C -2.160004 -1.484332 -4.182776 0.1 0.0 0.0
S -1.630179 -1.967132 -2.561266 -0.3 -0.4 0.7
C -0.557636 -3.347440 -2.940520 0.0 0.1 -0.2
O -2.751279 -2.669745 -1.838326 0.2 0.2 -0.3
H -2.466746 -2.376671 -4.726572 0.0 0.0 0.0
H -1.308427 -0.991856 -4.658872 0.0 0.0 0.0
H -2.980676 -0.787430 -4.033398 0.0 0.0 0.0
H -1.245188 -4.159225 -3.177608 0.0 0.0 0.0
H -0.005009 -3.562343 -2.028742 0.0 0.0 0.0
H 0.119765 -3.118119 -3.755866 0.0 0.0 0.0
C 1.255291 -0.773334 2.238796 0.0 0.0 0.0
C 2.119601 -0.417979 1.019960 0.0 0.0 0.0
C 2.536401 -1.730559 0.339325 0.0 0.0 0.0
C 1.372438 0.568396 0.092557 -0.1 -0.1 0.3
C 3.423038 0.259905 1.513845 0.0 0.0 0.0
C 4.057809 -0.262502 2.645947 -0.1 0.0 0.0
C 5.237396 0.271580 3.137010 0.0 0.0 0.0
C 5.832484 1.353600 2.504079 0.0 0.0 0.0
C 5.234398 1.870518 1.368827 0.0 0.0 0.0
C 4.050946 1.330956 0.878906 0.0 -0.1 -0.1
H 0.275751 -1.126525 1.926796 0.0 0.0 0.0
H 1.127736 0.079123 2.908271 0.0 0.0 0.0
H 1.715682 -1.583516 2.804051 0.0 0.0 0.0
H 1.655033 -2.313137 0.066437 0.0 0.0 0.0
H 3.144194 -2.311186 1.037578 0.0 0.0 0.0
H 3.116504 -1.543329 -0.560699 0.0 0.0 0.0
H 2.008919 1.061944 -0.624684 0.1 0.0 -0.2
H 3.625725 -1.111806 3.158471 0.0 0.0 0.0
H 5.695939 -0.165787 4.016097 0.0 0.0 0.0
H 6.752733 1.777914 2.886199 0.0 0.0 0.0
H 5.688817 2.698861 0.838726 0.0 0.0 0.0
H 3.666080 1.753689 -0.036320 -0.1 0.0 -0.1
```
Positions in Å, forces in eV/Å.

Output
electronic energy = -336194.172 eV
charge = -1
HOMO energy (alpha / beta) = -4.54 / -4.54 eV
LUMO energy (alpha / beta) = 1.02 / 1.03 eV
HOMO-LUMO gap (alpha / beta) = 5.5589 / 5.5657 eV

# 2
Molecular formula: C12H8BeO2
Method: DFT, the ωB97M-V functional and the def2-TZVPD basis

The geometry in XYZ format:
```
23
Properties=species:S:1:pos:R:3:forces:R:3
C 4.032954 0.716729 -0.379920 -1.5 0.4 -0.3
C 3.098318 1.606559 0.176921 0.1 -0.5 -0.3
C 1.690298 0.974390 0.387764 0.0 0.1 -0.1
C 1.510446 0.155886 1.609521 -2.5 0.2 -1.6
C 0.196241 -0.473580 1.794022 0.7 1.6 -1.3
C -0.836139 -0.256248 0.781979 1.0 0.5 -1.1
C -0.619178 0.582048 -0.447042 1.4 -0.9 2.1
C 0.668870 1.211377 -0.646556 -0.7 -1.8 1.2
C -1.798960 0.716265 -1.486110 0.3 0.2 0.8
O -1.986149 1.733664 -2.071604 0.0 -0.7 -0.1
C -2.689161 -0.575634 -1.620427 0.4 -0.8 1.5
C -2.884723 -1.312782 -0.494866 0.9 1.4 -1.0
C -2.267624 -0.900189 0.885574 0.6 -0.1 -1.0
O -2.843914 -1.027134 1.924876 0.4 -0.3 -0.4
H 3.750720 0.267358 -1.374247 0.1 -0.4 1.3
H 4.975890 0.402358 0.130368 -0.4 0.9 -0.7
H 3.349277 2.668516 0.418172 -0.1 -1.1 0.9
H 2.332491 0.007107 2.352511 -0.9 0.2 -0.9
H 0.033374 -1.113083 2.693966 -0.1 0.7 -1.0
H 0.870854 1.846802 -1.535368 -0.2 -0.6 0.8
H -3.093866 -0.858281 -2.619595 0.4 0.5 0.8
H -3.498492 -2.265994 -0.567853 0.1 0.8 0.4
Be -3.991526 -4.106133 0.087913 -0.1 -0.1 0.1
```
Positions in Å, forces in eV/Å.

Output
electronic energy = -17041.291 eV
charge = +2
HOMO energy = -14.83 eV
LUMO energy = -12.69 eV
HOMO-LUMO gap = 2.1428 eV

# 3
Molecular formula: C3H4BrNO4
Method: DFT, the ωB97M-V functional and the def2-TZVPD basis

The geometry in XYZ format:
```
13
Properties=species:S:1:pos:R:3:forces:R:3
C 1.189137 -0.211782 -1.794256 -0.7 -1.0 0.8
C -0.219180 -1.654358 -0.855701 -1.1 -1.7 1.6
C 0.059739 0.404076 -1.600081 -2.4 1.4 -0.4
N -0.640185 1.742794 2.325172 -1.2 -3.0 -1.4
O -0.003002 1.829381 3.525167 0.3 -0.3 3.0
O -1.117066 0.684184 1.979345 1.2 2.7 1.8
O 1.100006 -1.483670 -1.276142 1.0 -0.4 -0.8
O -0.896809 -0.448369 -0.938963 0.9 2.8 -1.4
Br -0.404036 2.124991 -2.451070 0.2 -1.8 1.3
H 2.089971 0.131832 -2.184437 1.2 0.3 -0.6
H -0.142728 1.272365 4.428323 -0.2 0.6 -3.4
H -0.856733 -2.432780 -1.356326 1.1 0.4 -0.4
H -0.159113 -1.958663 0.198969 -0.1 0.1 0.0
```
Positions in Å, forces in eV/Å.

Output
SMILES = BrC1=COCO1.O=NO
electronic energy = -82892.579 eV
charge = 0
HOMO energy = -8.36 eV
LUMO energy = 0.01 eV
HOMO-LUMO gap = 8.3734 eV

# 4
Molecular formula: C37H30N2O6RhS2Te
Method: DFT, the ωB97M-V functional and the def2-TZVPD basis

The geometry in XYZ format:
```
79
Properties=species:S:1:pos:R:3:forces:R:3
Rh 0.056638 0.418139 -0.105551 -0.1 0.0 0.1
S 1.356964 2.143411 -1.874952 0.1 0.0 -0.1
C -0.003311 3.027001 -1.462192 0.0 0.0 0.0
N -0.841871 2.544528 -0.546098 0.1 0.0 -0.1
C -1.899347 3.363167 -0.344531 0.0 0.0 0.0
C -2.949907 3.132326 0.566428 0.0 0.0 0.0
C -3.945665 4.067158 0.651124 0.0 0.0 0.0
C -3.927473 5.230740 -0.149797 0.0 0.0 0.0
C -2.910292 5.478695 -1.043412 0.0 0.0 0.0
C -1.887006 4.535368 -1.140298 0.0 0.0 0.0
S -0.489098 4.551971 -2.144556 0.0 0.0 0.0
H -2.934599 2.228408 1.159374 0.0 0.0 0.0
H -4.761607 3.923254 1.346753 0.0 0.0 0.0
H -4.731796 5.947796 -0.053901 0.0 0.0 0.0
H -2.903964 6.375482 -1.647186 0.0 0.0 0.0
O 1.339166 -0.972184 -1.250275 0.0 0.0 0.0
C 1.414885 -1.832471 -0.316602 0.0 0.0 0.0
O 0.802860 -1.616300 0.767090 0.0 0.0 0.0
C 2.205715 -3.068650 -0.500689 0.0 0.0 0.0
C 2.890461 -3.279398 -1.690088 0.0 0.0 0.0
C 3.649562 -4.433088 -1.894274 0.0 0.0 0.0
C 3.678604 -5.340014 -0.863681 0.0 0.0 0.0
O 4.344103 -6.521841 -0.810288 0.0 0.0 0.0
C 4.012024 -7.117353 0.448303 0.0 0.0 0.0
O 3.210365 -6.182519 1.170953 0.0 0.0 0.0
C 2.993400 -5.131818 0.326685 0.0 0.0 0.0
C 2.247792 -4.008241 0.545214 0.0 0.0 0.0
H 2.827236 -2.527836 -2.464650 0.0 0.0 0.0
H 4.189711 -4.609100 -2.813276 0.0 0.0 0.0
H 4.927360 -7.317825 1.003850 0.0 0.0 0.0
H 3.441151 -8.031178 0.274254 0.0 0.0 0.0
H 1.716388 -3.834516 1.469724 0.0 0.0 0.0
C -2.048855 -3.224373 -0.487287 0.0 0.0 0.0
O -2.982796 -2.146447 -0.548633 0.0 0.0 0.0
C -2.701637 -1.105526 -1.348442 0.0 0.0 0.0
C -1.628014 -1.041481 -2.233529 0.0 0.0 0.0
C -1.487007 0.055687 -3.077548 0.0 0.0 0.0
C -2.406843 1.093032 -3.057907 0.0 0.0 0.0
C -3.447675 1.054248 -2.142069 0.0 0.0 0.0
C -3.573973 -0.013743 -1.271443 0.0 0.0 0.0
N -4.651758 -0.015705 -0.343673 0.0 0.0 0.0
C -4.735097 -0.383388 0.928382 0.0 0.0 0.0
C -3.798679 -0.743835 1.898556 0.0 0.0 0.0
C -4.340018 -1.366708 3.068282 0.0 0.0 0.0
C -3.536313 -1.886448 4.029020 0.0 0.0 0.0
C -2.129923 -1.796930 3.865681 0.0 0.0 0.0
C -1.562974 -1.169606 2.796550 0.0 0.0 0.0
C -2.372610 -0.560892 1.794717 0.0 0.0 0.0
O -1.894135 0.165960 0.864734 0.0 0.0 0.0
H -2.471349 -3.936409 0.215176 0.0 0.0 0.0
H -1.084919 -2.872180 -0.116266 0.0 0.0 0.0
H -1.935691 -3.698605 -1.463480 0.0 0.0 0.0
H -0.913645 -1.849001 -2.288753 0.0 0.0 0.0
H -0.652793 0.077207 -3.767154 0.0 0.0 0.0
H -2.310326 1.929488 -3.737406 0.0 0.0 0.0
H -4.157351 1.871843 -2.079105 0.0 0.0 0.0
H -5.535504 0.246588 -0.755070 0.0 0.0 0.0
H -5.768757 -0.424527 1.259155 0.0 0.0 0.0
H -5.417521 -1.445762 3.157299 0.0 0.0 0.0
H -3.953248 -2.371620 4.899501 0.0 0.0 0.0
H -1.486599 -2.230039 4.622086 0.0 0.0 0.0
H -0.489863 -1.107586 2.683029 0.0 0.0 0.0
C 2.163755 3.244898 1.394942 0.0 0.0 0.0
Te 1.771125 1.210078 1.901547 0.0 0.0 0.0
C 3.491555 0.733604 0.730538 0.0 0.0 0.0
C 4.111812 2.052311 0.342376 0.0 0.0 0.0
C 5.325822 2.074996 -0.344126 0.0 0.0 0.0
C 5.896575 3.275795 -0.722511 0.0 0.0 0.0
C 5.259800 4.474062 -0.416074 0.0 0.0 0.0
C 4.058373 4.459384 0.267125 0.0 0.0 0.0
C 3.475173 3.251155 0.649549 0.0 0.0 0.0
H 2.200072 3.847664 2.300546 0.0 0.0 0.0
H 1.346577 3.610473 0.774143 0.0 0.0 0.0
H 3.156887 0.182562 -0.146949 0.0 -0.1 0.0
H 4.165652 0.105664 1.309337 0.0 0.0 0.0
H 5.822195 1.141110 -0.578783 0.0 0.0 0.0
H 6.840438 3.281870 -1.251005 0.0 0.0 0.0
H 5.706486 5.416255 -0.704088 0.0 0.0 0.0
H 3.565115 5.391742 0.515606 0.0 0.0 0.0
```
Positions in Å, forces in eV/Å.

Output
⟨S²⟩ = 6.0476
electronic energy = -86086.372 eV
charge = +1
HOMO energy (alpha / beta) = -10.10 / -10.13 eV
multiplicity = 5
LUMO energy (alpha / beta) = -2.93 / -5.71 eV
HOMO-LUMO gap (alpha / beta) = 7.1648 / 4.4242 eV